Below is a cluster of 13 separate species, C28H87N21O13 in total at a distorted geometry, with properties calculated with wB97M-V/def2-TZVPD.

## Properties
frontier orbital gap = 9.17 eV
largest force on an atom = 3.19 eV/Å
LUMO level = 0.190 eV
energy relative to the best compared isomer or geometry (same formula, charge and spin) = 58.1 kcal/mol
electronic energy = -88361.9731 eV

Bonds (Å) are listed after each position.
Atoms and positions in Å:
1 C -5.18 -2.60 1.40  O2 1.255, N3 1.395, N4 1.393
2 O -3.97 -2.26 1.34  C1 1.255
3 N -5.70 -3.81 0.96  C1 1.395, H5 0.994, H6 1.031
4 N -6.18 -1.74 1.84  C1 1.393, H7 0.997, H8 1.040
5 H -6.68 -3.91 1.10  N3 0.994
6 H -5.12 -4.54 0.52  N3 1.031
7 H -7.15 -1.93 1.92  N4 0.997
8 H -5.91 -0.79 2.17  N4 1.040
9 C 4.37 1.07 -0.49  O10 1.216, N11 1.369, N12 1.379
10 O 5.13 1.07 0.46  C9 1.216
11 N 4.12 2.14 -1.31  C9 1.369, H13 1.003, H14 1.003
12 N 3.65 -0.04 -0.87  C9 1.379, H15 0.995, H16 1.006
13 H 3.61 2.10 -2.18  N11 1.003
14 H 4.66 2.97 -1.17  N11 1.003
15 H 3.71 -0.94 -0.46  N12 0.995
16 H 2.93 0.19 -1.55  N12 1.006
17 C 1.54 1.85 -3.91  O18 1.239, N19 1.379, N20 1.393
18 O 1.46 0.89 -4.69  C17 1.239
19 N 1.10 1.84 -2.60  C17 1.379, H21 1.020, H22 1.015
20 N 2.14 3.06 -4.25  C17 1.393, H23 0.999, H24 1.009
21 H 0.66 1.03 -2.17  N19 1.020
22 H 1.17 2.67 -2.03  N19 1.015
23 H 2.42 3.18 -5.20  N20 0.999
24 H 1.94 3.79 -3.58  N20 1.009
25 C -2.05 -3.84 4.11  O26 1.252, N27 1.393, N28 1.392
26 O -2.09 -4.34 5.26  C25 1.252
27 N -1.73 -4.60 2.99  C25 1.393, H29 1.003, H30 1.006
28 N -2.45 -2.54 3.84  C25 1.392, H31 1.021, H32 1.001
29 H -2.08 -4.32 2.09  N27 1.003
30 H -1.37 -5.52 3.17  N27 1.006
31 H -2.76 -2.26 2.90  N28 1.021
32 H -2.77 -1.95 4.58  N28 1.001
33 C -3.75 -6.63 0.43  O34 1.243, N35 1.391, N36 1.406
34 O -4.86 -6.27 0.00  C33 1.243
35 N -3.56 -7.14 1.70  C33 1.391, H37 1.000, H38 1.019
36 N -2.54 -6.36 -0.24  C33 1.406, H39 1.000, H40 1.007
37 H -4.27 -7.15 2.41  N35 1.000
38 H -2.63 -7.46 1.97  N35 1.019
39 H -1.68 -6.81 0.02  N36 1.000
40 H -2.61 -6.00 -1.18  N36 1.007
41 C 4.59 -0.75 5.65  O42 1.213, N43 1.395, N44 1.401
42 O 5.00 -1.73 6.24  C41 1.213
43 N 5.25 0.48 5.65  C41 1.395, H45 1.001, H46 1.003
44 N 3.45 -0.72 4.84  C41 1.401, H47 1.003, H48 1.010
45 H 4.89 1.24 5.11  N43 1.001
46 H 6.06 0.50 6.24  N43 1.003
47 H 3.03 0.14 4.54  N44 1.003
48 H 2.86 -1.52 5.01  N44 1.010
49 C 0.09 -8.41 1.66  O50 1.264, N51 1.388, N52 1.390
50 O -0.97 -8.07 2.27  C49 1.264
51 N 0.40 -9.75 1.47  C49 1.388, H53 1.004, H54 1.000
52 N 0.95 -7.53 1.01  C49 1.390, H55 1.001, H56 1.004
53 H 1.11 -10.02 0.82  N51 1.004
54 H -0.20 -10.52 1.71  N51 1.000
55 H 1.83 -7.91 0.72  N52 1.001
56 H 0.87 -6.55 1.21  N52 1.004
57 C 2.12 5.13 -0.67  O58 1.268, N59 1.399, N60 1.391
58 O 1.84 4.58 -1.78  C57 1.268
59 N 2.83 6.33 -0.59  C57 1.399, H61 1.001, H62 1.005
60 N 1.84 4.48 0.53  C57 1.391, H63 0.998, H64 1.043
61 H 2.96 6.80 0.28  N59 1.001
62 H 2.82 6.94 -1.39  N59 1.005
63 H 1.98 4.85 1.45  N60 0.998
64 H 1.17 3.70 0.40  N60 1.043
65 C 0.34 1.35 2.71  C66 1.520, H71 1.084, H72 1.100, H73 1.101
66 C 0.35 1.16 1.21  C65 1.520, C67 1.514, N70 1.460, H74 1.103
67 C -0.10 -0.18 0.65  C66 1.514, O68 1.433, H75 1.098, H76 1.090
68 O 0.47 -0.25 -0.66  C67 1.433, C69 1.397
69 C 0.23 -1.49 -1.25  O68 1.397, H77 1.092, H78 1.107, H79 1.096
70 N -0.17 2.31 0.47  C66 1.460, H80 1.029, H81 1.015
71 H 0.64 2.30 3.14  C65 1.084
72 H 1.05 0.62 3.14  C65 1.100
73 H -0.58 0.96 3.16  C65 1.101
74 H 1.44 1.15 1.02  C66 1.103
75 H -1.19 -0.27 0.68  C67 1.098
76 H 0.33 -0.97 1.27  C67 1.090
77 H 0.62 -1.57 -2.27  C69 1.092
78 H -0.86 -1.64 -1.40  C69 1.107
79 H 0.45 -2.42 -0.70  C69 1.096
80 H -1.16 2.45 0.73  N70 1.029
81 H -0.15 2.03 -0.50  N70 1.015
82 C 1.28 2.50 6.21  C83 1.520, H88 1.092, H89 1.085, H90 1.095
83 C 2.40 3.53 6.08  C82 1.520, C84 1.516, N87 1.484, H91 1.093
84 C 2.86 3.74 4.65  C83 1.516, O85 1.426, H92 1.094, H93 1.095
85 O 3.64 2.60 4.31  C84 1.426, C86 1.409
86 C 4.48 2.81 3.20  O85 1.409, H94 1.102, H95 1.087, H96 1.093
87 N 1.83 4.80 6.57  C83 1.484, H97 1.013, H98 1.014
88 H 0.43 2.87 5.63  C82 1.092
89 H 1.02 2.34 7.25  C82 1.085
90 H 1.53 1.57 5.69  C82 1.095
91 H 3.28 3.29 6.68  C83 1.093
92 H 3.49 4.63 4.58  C84 1.094
93 H 2.04 3.76 3.93  C84 1.095
94 H 5.13 3.69 3.36  C86 1.102
95 H 3.93 2.84 2.27  C86 1.087
96 H 5.31 2.10 3.16  C86 1.093
97 H 1.96 4.89 7.58  N87 1.013
98 H 2.25 5.64 6.17  N87 1.014
99 C -4.42 1.88 -0.03  C100 1.517, H105 1.091, H106 1.100, H107 1.083
100 C -4.27 2.60 1.30  C99 1.517, C101 1.535, N104 1.522, H108 1.093
101 C -4.12 1.66 2.50  C100 1.535, O102 1.434, H109 1.105, H110 1.088
102 O -5.23 0.75 2.61  C101 1.434, C103 1.422
103 C -6.46 1.43 2.79  O102 1.422, H111 1.097, H112 1.092, H113 1.099
104 N -3.05 3.50 1.18  C100 1.522, H114 1.019, H115 1.026
105 H -4.60 2.60 -0.83  C99 1.091
106 H -5.42 1.42 0.02  C99 1.100
107 H -3.70 1.12 -0.30  C99 1.083
108 H -5.04 3.35 1.49  C100 1.093
109 H -4.18 2.34 3.36  C101 1.105
110 H -3.20 1.07 2.47  C101 1.088
111 H -6.94 1.87 1.90  C103 1.097
112 H -6.43 2.10 3.65  C103 1.092
113 H -7.18 0.62 2.96  C103 1.099
114 H -3.40 4.33 0.70  N104 1.019
115 H -2.86 3.88 2.12  N104 1.026
116 C 5.87 -2.64 -4.75  C117 1.524, H122 1.089, H123 1.098, H124 1.091
117 C 4.59 -1.82 -4.77  C116 1.524, C118 1.508, N121 1.477, H125 1.100
118 C 3.93 -1.88 -6.12  C117 1.508, O119 1.418, H126 1.102, H127 1.105
119 O 4.72 -1.20 -7.07  C118 1.418, C120 1.397
120 C 4.15 -1.09 -8.34  O119 1.397, H128 1.098, H129 1.104, H130 1.086
121 N 3.64 -2.22 -3.71  C117 1.477, H131 1.017, H132 1.016
122 H 5.74 -3.70 -4.95  C116 1.089
123 H 6.36 -2.47 -3.79  C116 1.098
124 H 6.63 -2.23 -5.43  C116 1.091
125 H 4.96 -0.81 -4.51  C117 1.100
126 H 2.91 -1.46 -6.13  C118 1.102
127 H 3.81 -2.92 -6.45  C118 1.105
128 H 3.22 -0.52 -8.34  C120 1.098
129 H 3.86 -2.08 -8.74  C120 1.104
130 H 4.92 -0.69 -9.01  C120 1.086
131 H 2.86 -1.57 -3.71  N121 1.017
132 H 4.18 -2.09 -2.86  N121 1.016
133 C -2.01 1.88 -3.50  C134 1.513, H139 1.096, H140 1.096, H141 1.089
134 C -3.37 1.97 -4.15  C133 1.513, C135 1.528, N138 1.491, H142 1.094
135 C -3.41 2.90 -5.37  C134 1.528, O136 1.420, H143 1.095, H144 1.099
136 O -4.53 2.66 -6.21  C135 1.420, C137 1.403
137 C -4.24 3.01 -7.53  O136 1.403, H145 1.095, H146 1.100, H147 1.088
138 N -3.80 0.60 -4.52  C134 1.491, H148 1.024, H149 1.018
139 H -1.52 2.86 -3.42  C133 1.096
140 H -1.25 1.30 -4.04  C133 1.096
141 H -2.11 1.38 -2.54  C133 1.089
142 H -4.10 2.26 -3.39  C134 1.094
143 H -2.52 2.79 -5.99  C135 1.095
144 H -3.50 3.92 -4.98  C135 1.099
145 H -3.36 2.54 -7.98  C137 1.095
146 H -4.08 4.10 -7.54  C137 1.100
147 H -5.09 2.84 -8.19  C137 1.088
148 H -3.15 0.28 -5.24  N138 1.024
149 H -4.69 0.65 -5.02  N138 1.018